ORCA calculation (wB97M-V/def2-TZVPD) on an isolated molecule of C4H8O2.

Calculated values
- E_HOMO (hartree) = -0.32096
- energy relative to the best compared isomer or geometry (same formula, charge and spin) (eV) = 2.038
- SMILES = COC/C=C/O
- LUMO (eV) = 1.0

```
14
Properties=species:S:1:pos:R:3:mulliken_charge:R:1
C -1.233 -0.954 1.691 -0.7033
O -0.702 -0.225 0.618 -0.2899
C 0.639 -0.570 0.353 -0.3409
C 1.135 0.238 -0.810 -0.5847
C 0.324 0.717 -1.751 0.1412
O 0.688 1.541 -2.767 -0.4840
H -2.251 -0.594 1.856 0.2402
H -0.649 -0.799 2.613 0.2789
H -1.262 -2.034 1.478 0.2964
H 0.712 -1.656 0.161 0.2793
H 1.268 -0.366 1.237 0.3182
H 2.198 0.477 -0.836 0.2030
H -0.739 0.498 -1.782 0.3465
H 1.611 1.796 -2.624 0.2990
```

***

ORCA calculation (wB97M-V/def2-TZVPD) on a cluster of 8 separate species, C16H48O10 in total.

Calculated values
- E_HOMO (hartree) = -0.36475
- energy relative to the best compared isomer or geometry (same formula, charge and spin) (eV) = 1.973
- SMILES = OCCO.OCCO.CCO.CCO.CCO.CCO.CCO.CCO
- LUMO (eV) = 0.2

```
74
Properties=species:S:1:pos:R:3:mulliken_charge:R:1
O -0.194 7.895 1.475 -0.5394
C -0.870 7.725 2.712 -0.4329
C -2.255 8.505 2.697 -0.2967
O -3.020 8.020 3.834 -0.5022
H 0.135 8.796 1.440 0.3005
H -1.024 6.647 2.751 0.3646
H -0.251 8.128 3.514 0.2668
H -2.717 8.319 1.727 0.2404
H -2.041 9.570 2.777 0.2917
H -2.990 7.063 3.913 0.3066
O -0.635 4.634 7.772 -0.4924
C -1.967 4.504 8.235 -0.4487
C -2.661 3.246 7.656 -0.3483
O -3.026 3.424 6.251 -0.5164
H -0.184 3.805 7.945 0.3003
H -1.928 4.339 9.312 0.2859
H -2.568 5.410 8.158 0.3232
H -3.575 2.998 8.195 0.2862
H -2.031 2.359 7.722 0.3186
H -3.300 2.592 5.857 0.2914
C -0.885 12.866 7.472 -0.8694
C -1.949 12.164 8.314 -0.2697
O -3.139 11.879 7.578 -0.5238
H -0.566 12.168 6.698 0.2321
H 0.007 13.215 7.993 0.3253
H -1.260 13.785 7.023 0.2591
H -2.175 12.714 9.227 0.2910
H -1.622 11.190 8.678 0.2514
H -2.992 11.094 7.045 0.3045
C 3.735 11.557 -2.836 -0.9542
C 3.315 12.818 -1.966 -0.2407
O 2.262 12.484 -1.075 -0.5137
H 2.865 10.962 -3.114 0.2927
H 4.362 10.987 -2.150 0.2410
H 4.392 11.766 -3.680 0.3272
H 3.026 13.646 -2.613 0.2914
H 4.189 13.173 -1.420 0.2592
H 1.979 13.295 -0.646 0.2969
C 5.403 13.073 4.638 -0.9543
C 5.415 11.564 4.963 -0.1580
O 5.596 11.416 6.343 -0.5354
H 6.181 13.533 5.247 0.2729
H 4.463 13.466 5.024 0.2529
H 5.477 13.344 3.585 0.3187
H 6.228 11.024 4.477 0.2725
H 4.423 11.130 4.836 0.2368
H 5.541 10.509 6.652 0.2939
C 4.944 3.732 2.717 -0.9228
C 4.688 2.290 2.513 -0.2265
O 5.778 1.648 1.835 -0.5261
H 5.979 3.834 3.042 0.2759
H 4.265 4.060 3.504 0.2975
H 4.804 4.288 1.790 0.2569
H 3.783 2.043 1.958 0.2962
H 4.505 1.789 3.463 0.2434
H 5.411 0.877 1.397 0.3056
C -9.059 10.687 0.989 -0.9353
C -9.530 10.342 2.393 -0.2582
O -10.859 9.783 2.202 -0.5214
H -9.442 11.625 0.585 0.3041
H -9.301 9.939 0.234 0.2799
H -7.990 10.886 1.061 0.3043
H -9.429 11.278 2.943 0.2058
H -8.816 9.720 2.933 0.3186
H -11.482 10.509 2.127 0.3023
C 3.776 4.953 -3.999 -0.9316
C 2.547 4.110 -3.849 -0.2043
O 1.479 4.948 -3.408 -0.5279
H 4.076 5.646 -3.213 0.3088
H 3.758 5.586 -4.887 0.2646
H 4.625 4.283 -4.133 0.3053
H 2.640 3.348 -3.075 0.2338
H 2.298 3.573 -4.764 0.2539
H 1.537 5.224 -2.490 0.2976
```

***

ORCA calculation (wB97M-V/def2-TZVPD) on a cluster of 2 separate species, C6H12O2 in total.

Calculated values
- E_HOMO (hartree) = -0.35392
- energy relative to the best compared isomer or geometry (same formula, charge and spin) (eV) = 2.021
- SMILES = CC(=O)CO.C=CC
- LUMO (eV) = 0.7

```
20
Properties=species:S:1:pos:R:3:mulliken_charge:R:1
C 0.205 1.359 -1.780 -0.9319
C 0.936 0.040 -1.784 0.7378
O 0.542 -0.891 -2.488 -0.5825
C 2.207 -0.095 -0.945 -0.5304
O 2.290 0.730 0.201 -0.5380
H 0.231 1.791 -2.783 0.3758
H -0.831 1.189 -1.475 0.2655
H 0.656 2.068 -1.083 0.2613
H 2.284 -1.138 -0.615 0.2882
H 3.061 0.129 -1.590 0.3628
H 1.885 0.251 0.946 0.3336
C -1.418 -1.924 1.053 -0.8302
C -1.077 -0.635 1.155 0.6614
C -1.774 0.379 1.995 -1.0706
H -0.863 -2.593 0.399 0.2840
H -2.266 -2.336 1.589 0.2683
H -0.237 -0.275 0.581 -0.2469
H -1.035 1.030 2.474 0.2822
H -2.377 -0.084 2.781 0.3609
H -2.420 1.002 1.369 0.2487
```

***

ORCA calculation (wB97M-V/def2-TZVPD) on a structure of composition C10H13N4O.

Calculated values
- E_HOMO (hartree) = -0.44518
- energy relative to the best compared isomer or geometry (same formula, charge and spin) (eV) = 5.998
- LUMO (eV) = -5.4
- charge = +1

```
28
Properties=species:S:1:pos:R:3:mulliken_charge:R:1
C 0.975 -1.226 0.013 -1.0237
C -0.462 -1.213 0.101 1.3625
C -1.225 -0.074 -0.086 0.6852
C -0.576 1.144 -0.259 0.6632
C 0.841 1.149 -0.240 0.4671
C 1.620 -0.041 -0.093 0.4001
C 4.903 -1.038 0.750 -0.2551
C -1.079 -2.569 0.129 -1.7154
C -2.717 -0.237 -0.066 -1.9409
C -1.401 2.361 -0.668 -1.7053
N 1.609 2.237 -0.123 -0.4393
N 2.798 1.831 0.015 -0.1753
N 2.838 0.471 0.098 -0.0189
N 4.405 -0.545 -0.299 0.5506
O 4.539 -0.505 -1.491 -0.4108
H 1.532 -2.238 -0.093 0.2237
H 5.813 -1.662 0.766 0.3097
H 4.515 -0.729 1.654 0.3102
H -2.072 -2.623 -0.101 0.5001
H -0.389 -3.227 -0.572 0.3102
H -0.937 -2.964 1.091 0.3875
H -3.118 0.736 -0.147 0.3006
H -2.931 -0.924 -0.992 0.4069
H -3.216 -0.710 0.733 0.4180
H -2.334 2.520 -0.065 0.3162
H -0.735 3.185 -0.798 0.4005
H -1.797 1.951 -1.625 0.4150
H 3.604 2.397 0.231 0.2573
```

***

ORCA calculation (wB97M-V/def2-TZVPD) on a structure of composition C26H30Cl3N5O11PTi.

Calculated values
- E_HOMO (alpha / beta) (hartree) = -0.15213 / -0.22405
- energy relative to the best compared isomer or geometry (same formula, charge and spin) (eV) = 1.402
- multiplicity = 3
- LUMO (alpha / beta) (eV) = 2.0 / 2.1
- ⟨S²⟩ = 2.022
- charge = -1

```
77
Properties=species:S:1:pos:R:3:mulliken_charge:R:1
Ti 0.442 0.736 0.079 0.2529
Cl 5.391 -2.591 4.119 -0.2633
C 4.607 -1.418 3.101 0.3846
C 4.755 -1.308 1.741 -0.5805
C 3.978 -0.409 1.102 0.7172
Cl 4.207 -0.205 -0.576 -0.1957
C 2.932 0.300 1.676 -0.8630
O 2.047 1.086 1.062 -0.0290
C 2.900 0.207 3.023 0.9852
Cl 1.931 1.314 3.882 -0.2423
C 3.720 -0.580 3.790 -0.9445
H 5.495 -1.947 1.276 0.4392
H 3.752 -0.529 4.860 0.4738
C -2.189 4.320 -2.376 -1.4840
C -1.695 3.046 -1.701 -0.2444
P -0.382 3.268 -0.315 0.6828
C 1.010 4.281 -0.940 -0.6017
C 2.039 4.508 0.165 -1.0167
C -1.224 4.303 1.014 -0.9779
C -0.688 4.180 2.466 -1.0137
H -3.021 4.135 -3.040 0.4170
H -1.416 4.778 -3.009 0.3293
H -2.536 5.063 -1.729 0.3866
H -1.099 2.401 -2.340 0.2365
H -2.492 2.489 -1.255 0.2916
H 0.742 5.293 -1.279 0.5274
H 1.343 3.805 -1.865 0.3953
H 1.699 5.476 0.643 0.3346
H 3.049 4.733 -0.213 0.3015
H 2.020 3.779 0.910 -0.0052
H -2.228 4.070 1.187 0.4940
H -1.263 5.355 0.651 0.5839
H 0.385 3.930 2.624 0.1330
H -1.222 3.442 3.086 0.3189
H -0.815 5.178 2.895 0.3714
C -5.793 -0.775 1.322 -1.2816
C -5.091 -1.810 0.476 -1.1514
C -3.508 -1.881 0.594 2.4955
C -3.089 -3.169 -0.070 -1.1717
C -1.546 -3.166 -0.374 -1.1382
C -3.042 -2.000 2.041 -0.0283
O -3.598 -2.625 2.910 -0.7132
N -1.991 -1.287 2.424 0.2213
C -1.302 -0.518 1.510 0.0628
O -0.317 0.151 2.009 -0.7098
N -1.616 -0.302 0.266 0.8306
C -2.858 -0.742 -0.168 -0.6996
O -3.431 -0.329 -1.162 -0.7127
H -6.853 -1.032 1.265 0.4474
H -5.652 0.237 0.918 0.2631
H -5.596 -0.885 2.434 0.2676
H -5.356 -1.716 -0.613 0.3746
H -5.449 -2.810 0.733 0.4597
H -3.650 -3.136 -1.051 0.3668
H -3.344 -4.003 0.603 0.4092
H -1.232 -2.429 -1.108 0.2064
H -1.291 -4.183 -0.802 0.4954
H -0.941 -2.945 0.519 0.2131
H -1.538 -1.303 3.384 0.3280
O 4.185 -4.820 -4.321 -0.6409
N 3.532 -3.792 -4.567 0.9864
O 3.206 -3.347 -5.650 -0.6275
C 2.892 -3.107 -3.457 -0.5856
C 2.142 -1.936 -3.656 -0.6954
C 1.598 -1.296 -2.552 -0.0046
C 1.627 -1.739 -1.180 0.9394
O 1.097 -1.105 -0.226 0.3899
C 2.379 -2.986 -1.145 -0.9066
C 3.071 -3.634 -2.187 -0.5472
N 2.529 -3.644 0.164 1.2007
O 1.719 -3.377 1.053 -0.5586
O 3.459 -4.440 0.299 -0.7189
N 0.997 -0.013 -2.876 0.5384
O 0.580 0.825 -1.906 -0.6278
O 0.993 0.430 -4.019 -0.8017
H 2.108 -1.458 -4.609 0.6386
H 3.799 -4.392 -1.937 0.5916
```

***

ORCA calculation (wB97M-V/def2-TZVPD) on a cluster of 2 separate species, C3H9NO in total.

Calculated values
- E_HOMO (hartree) = -0.23909
- energy relative to the best compared isomer or geometry (same formula, charge and spin) (eV) = 5.453
- LUMO (eV) = -1.8

```
14
Properties=species:S:1:pos:R:3:mulliken_charge:R:1
C -0.424 -0.945 1.597 0.0005
N 0.846 -0.829 1.798 -0.1681
H -1.072 -1.379 2.348 0.2914
H -0.853 -0.611 0.661 -0.0163
H 1.389 -0.230 1.189 0.2829
H 1.282 -1.281 2.587 0.2644
C -0.845 0.904 -1.050 0.0534
O -1.395 1.906 -1.624 -0.7000
C 0.538 0.436 -1.585 -0.7910
H -1.464 -0.079 -1.001 0.1182
H -0.650 1.082 0.109 -0.0709
H 0.907 -0.429 -1.008 0.1672
H 1.252 1.237 -1.371 0.2427
H 0.490 0.217 -2.648 0.3256
```